Record 1
Density functional theory data (the ωB97M-V functional and the def2-TZVPD basis) for a molecular structure, C43H52N7O3SSeV.

Summary:
HOMO   -0.03386 Ha
E_LUMO   4.2 eV
Charge   -2
Max |F|   0.41 eV/Å
Calculated total energy   -163881.1365 eV

Positions of all 108 atoms, in Å:
1 V 0.19969 -0.68954 -0.99408
2 N -0.06641 -2.58818 0.05959
3 C 1.08912 -3.50599 0.16729
4 C 2.35103 -2.81187 -0.33397
5 N 1.99198 -1.95452 -1.46338
6 H -0.62814 -2.60203 0.90171
7 H -0.69191 -2.96101 -0.69619
8 H 0.89933 -4.38788 -0.44480
9 H 1.22480 -3.81885 1.20617
10 H 3.09991 -3.56483 -0.60460
11 H 2.77662 -2.16841 0.44068
12 H 1.62884 -2.51112 -2.24159
13 H 2.80664 -1.46358 -1.81283
14 C -1.56723 -0.16830 3.93045
15 C -1.56630 -1.13943 2.74898
16 C -1.49083 -2.57933 3.27021
17 C -2.75215 -0.95563 1.81855
18 C -4.01904 -1.34829 2.23892
19 C -5.10469 -1.28793 1.38275
20 C -4.91524 -0.87621 0.07257
21 C -3.66667 -0.47658 -0.38916
22 C -3.49699 -0.00345 -1.81699
23 C -4.21710 -0.89586 -2.82559
24 C -3.93103 1.45766 -1.95085
25 C -2.58250 -0.45610 0.51148
26 N -1.32819 0.05266 0.11005
27 C -0.94834 1.23759 0.67107
28 C 0.39627 1.52951 0.66085
29 N 1.20502 0.57400 0.07858
30 C 2.58886 0.60654 0.36476
31 C 3.50655 0.94453 -0.65104
32 C 4.86895 0.81536 -0.39944
33 C 5.33773 0.42519 0.84399
34 C 4.43303 0.18754 1.86561
35 C 3.06200 0.27733 1.65084
36 C 2.11324 0.04165 2.81225
37 C 2.35473 1.05101 3.93729
38 C 2.20339 -1.38284 3.36002
39 C 3.04123 1.53739 -1.96730
40 C 3.36419 0.67613 -3.18875
41 C 3.61323 2.94903 -2.13710
42 C 0.61997 2.84835 1.24634
43 C 1.68803 3.67437 1.48523
44 C 1.45141 4.94362 2.08367
45 C 0.19974 5.38213 2.42764
46 C -0.93034 4.54810 2.18145
47 C -2.29780 4.85767 2.43137
48 C -3.27502 3.95724 2.09416
49 C -2.98709 2.69691 1.50062
50 C -1.67933 2.37240 1.25993
51 C -0.67701 3.31858 1.60934
52 H -0.69028 -0.33935 4.56211
53 H -2.45943 -0.31581 4.54696
54 H -1.55171 0.86805 3.59905
55 H -0.66949 -0.94313 2.15686
56 H -2.26857 -2.76767 4.01518
57 H -0.52546 -2.76370 3.74695
58 H -1.62755 -3.31181 2.47143
59 H -4.15457 -1.71502 3.25114
60 H -6.08864 -1.58778 1.72539
61 H -5.75711 -0.86375 -0.60976
62 H -2.43628 -0.04804 -2.05328
63 H -5.30623 -0.83530 -2.72666
64 H -3.90018 -1.93281 -2.71015
65 H -3.95227 -0.57844 -3.83638
66 H -5.00360 1.56292 -1.75338
67 H -3.72953 1.82296 -2.96028
68 H -3.39077 2.10172 -1.25391
69 H 5.57440 1.04688 -1.19009
70 H 6.40243 0.32826 1.02282
71 H 4.79875 -0.08123 2.85119
72 H 1.09980 0.19754 2.44412
73 H 3.33488 0.89974 4.39943
74 H 1.59666 0.93584 4.71606
75 H 2.30411 2.07367 3.56476
76 H 3.21614 -1.61124 3.70367
77 H 1.92912 -2.11717 2.60473
78 H 1.52717 -1.50349 4.21069
79 H 1.96096 1.62777 -1.90949
80 H 4.42735 0.41475 -3.22327
81 H 3.12001 1.22560 -4.09999
82 H 2.76200 -0.23379 -3.22218
83 H 4.69879 2.92931 -2.27381
84 H 3.38828 3.57299 -1.27018
85 H 3.16977 3.42427 -3.01419
86 H 2.70060 3.38569 1.22892
87 H 2.30378 5.58996 2.26280
88 H 0.06210 6.36368 2.86773
89 H -2.56225 5.81285 2.87219
90 H -4.31314 4.21116 2.27807
91 H -3.79779 2.02176 1.25274
92 O 0.56090 -1.40109 -3.74450
93 S -0.11369 -0.04831 -4.12242
94 N -0.12410 0.56748 -2.47477
95 O 1.92342 -5.26128 -4.22183
96 C 0.87809 -4.64833 -4.03751
97 C -0.01777 -4.17219 -5.19138
98 C -1.20927 -3.55562 -4.48084
99 C -0.80393 -3.65326 -3.01853
100 O -1.50768 -3.16862 -2.11206
101 N 0.36160 -4.29343 -2.82697
102 H -0.25604 -5.02372 -5.83228
103 H 0.54566 -3.44892 -5.78150
104 H -2.14975 -4.09046 -4.63574
105 H -1.36574 -2.50105 -4.70202
106 Se -1.13289 4.67471 -2.02423
107 C -0.65397 2.96073 -2.21534
108 N -0.42325 1.83080 -2.33285

Force components x, y, z for each atom (eV/Å):
V 0.2 -0.2 -0.3
N -0.2 -0.2 -0.1
C 0.0 0.1 0.1
C 0.0 0.0 0.1
N -0.1 0.0 0.0
H 0.2 0.1 0.0
H 0.0 0.1 0.0
H 0.0 0.0 0.0
H 0.0 0.0 0.0
H 0.0 0.0 0.0
H 0.0 0.0 0.0
H 0.0 0.0 0.0
H 0.0 0.0 0.1
C 0.0 0.0 0.0
C 0.0 0.1 0.0
C 0.0 0.0 0.0
C 0.0 0.0 0.0
C 0.0 0.0 0.0
C 0.0 0.0 0.0
C 0.0 0.0 0.0
C 0.0 0.0 0.1
C 0.0 0.0 0.0
C 0.0 0.0 0.0
C 0.0 0.0 0.0
C -0.1 0.0 -0.1
N 0.0 -0.1 0.1
C 0.2 0.0 0.0
C -0.2 -0.1 0.0
N 0.2 0.1 0.2
C 0.1 0.1 -0.1
C 0.0 -0.1 0.1
C 0.0 0.0 0.0
C 0.0 0.0 0.0
C 0.0 0.0 0.0
C 0.0 0.0 0.0
C 0.0 0.0 0.0
C 0.0 0.0 0.0
C 0.0 0.0 0.0
C 0.0 0.0 0.0
C 0.0 0.0 0.0
C 0.0 0.0 0.0
C 0.0 0.1 0.0
C -0.1 -0.1 0.0
C 0.0 0.1 0.0
C 0.0 0.0 0.0
C 0.0 0.0 0.0
C -0.1 0.0 0.0
C 0.0 0.1 0.0
C 0.1 -0.1 0.0
C 0.0 0.0 0.1
C 0.0 0.1 0.0
H 0.0 0.0 0.0
H 0.0 0.0 0.0
H 0.0 0.1 -0.1
H 0.0 0.0 0.0
H 0.0 0.0 0.0
H 0.0 0.0 0.0
H 0.0 0.0 0.0
H 0.0 0.0 0.0
H 0.0 0.0 0.0
H 0.0 0.0 0.0
H 0.1 0.0 0.0
H 0.0 0.0 0.0
H 0.0 0.0 0.0
H 0.0 0.0 0.0
H 0.0 0.0 0.0
H 0.0 0.0 0.0
H 0.0 0.0 0.0
H 0.0 0.0 0.0
H 0.0 0.0 0.0
H 0.0 0.0 0.0
H 0.0 0.0 0.0
H 0.0 0.0 0.0
H 0.0 0.0 0.0
H 0.0 0.0 0.0
H 0.0 0.0 0.0
H 0.0 -0.1 -0.1
H 0.0 0.0 0.0
H 0.0 0.0 0.0
H 0.0 0.0 0.0
H 0.0 0.0 0.0
H 0.0 0.1 -0.1
H 0.0 0.0 0.0
H 0.0 0.0 0.0
H 0.0 0.0 0.0
H 0.0 0.0 0.0
H 0.0 0.0 0.0
H 0.0 0.0 0.0
H 0.0 0.0 0.0
H 0.0 0.0 0.0
H 0.0 0.0 0.0
O 0.1 0.1 0.0
S 0.1 0.0 0.0
N -0.1 -0.2 -0.1
O 0.0 0.0 0.0
C 0.0 0.0 -0.1
C 0.0 -0.1 0.0
C 0.0 0.0 0.0
C 0.0 0.1 -0.1
O -0.2 -0.1 -0.1
N 0.0 -0.1 0.0
H 0.0 0.0 0.0
H 0.0 0.0 0.0
H 0.0 0.0 0.0
H 0.0 0.0 0.0
Se 0.1 0.0 0.0
C -0.2 0.2 0.1
N 0.0 -0.1 -0.1



Record 2
Density functional theory data (the ωB97M-V functional and the def2-TZVPD basis) for a molecular structure, C43H53Br2N5O2S3Ti in a non-equilibrium geometry.

Summary:
HOMO (spin up / spin down)   -0.15456 / -0.17242 Ha
E_LUMO (spin up / spin down)   2.2 / 2.2 eV
Charge   -1
Max |F|   1.88 eV/Å
2S+1   2
Calculated total energy   -252710.1992 eV

Positions of all 109 atoms, in Å:
1 Ti 0.78825 -0.04658 -1.26303
2 C 2.88884 -1.02740 2.31250
3 N 2.91060 0.08074 1.38183
4 C 4.17672 -0.05122 0.65753
5 C 4.37500 0.95827 -0.46328
6 N 3.64692 0.65851 -1.67180
7 C 3.71553 1.84407 -2.54314
8 C 3.99756 -0.53189 -2.38697
9 C 5.20940 -1.18849 -2.20623
10 C 5.47930 -2.39180 -2.83867
11 C 4.55612 -2.92870 -3.70818
12 C 3.38018 -2.26483 -3.96592
13 C 3.08022 -1.06911 -3.30859
14 S 1.55437 -0.25262 -3.60729
15 C 2.69668 1.37281 1.98964
16 C 3.35047 1.63837 3.20496
17 C 3.15099 2.78875 3.93079
18 C 2.26223 3.73541 3.43057
19 C 1.65860 3.51815 2.19832
20 C 1.84322 2.33298 1.45945
21 S 0.89165 2.19955 -0.02210
22 H 2.03800 -0.97528 2.97649
23 H 3.83276 -1.12125 2.89404
24 H 2.78300 -1.95410 1.73339
25 H 4.23635 -1.06866 0.25737
26 H 4.98236 0.09041 1.40307
27 H 5.43498 1.09947 -0.67934
28 H 3.97324 1.91011 -0.10438
29 H 4.79381 2.07661 -2.72040
30 H 3.22288 2.67773 -2.02067
31 H 3.21006 1.60977 -3.46045
32 H 5.96623 -0.76284 -1.55899
33 H 6.41650 -2.89948 -2.63204
34 H 4.73843 -3.89662 -4.15795
35 H 2.64939 -2.68010 -4.65164
36 H 3.99653 0.83101 3.58794
37 H 3.67015 2.95388 4.86101
38 H 2.05945 4.65272 3.95336
39 H 0.99431 4.26399 1.78027
40 C -2.58389 0.20731 0.52483
41 C -2.04643 -1.19858 0.65005
42 C -2.81847 -2.21984 1.26456
43 C -2.28733 -3.46811 1.45914
44 C -0.93014 -3.73381 1.00153
45 C -0.27173 -5.00447 1.15798
46 Br -1.29028 -6.49123 1.88565
47 C 1.00169 -5.13589 0.72070
48 C 1.67317 -4.02228 0.12517
49 Br 3.49768 -4.24622 -0.28436
50 C 1.10058 -2.78324 -0.12892
51 O 1.67480 -1.74096 -0.71082
52 C -0.25437 -2.68111 0.37985
53 N -0.82038 -1.44858 0.21253
54 H -3.15526 0.29167 -0.39458
55 H -1.76302 0.92808 0.49531
56 H -3.21384 0.46047 1.37277
57 H -3.82818 -2.06338 1.60363
58 H -2.82565 -4.28959 1.91123
59 H 1.52126 -6.06353 0.85207
60 C -3.18687 0.25333 7.08343
61 C -2.23477 0.91214 6.11817
62 N -2.40325 0.35169 4.76124
63 C -1.50724 0.85718 3.80709
64 S -0.28217 -0.03813 3.15389
65 N -1.66708 2.16907 3.57432
66 C -2.88844 2.94586 3.75480
67 C -3.45998 3.44200 2.43023
68 H -2.93059 0.55267 8.10420
69 H -3.10104 -0.83841 7.02603
70 H -4.21666 0.52123 6.83910
71 H -1.19034 0.76655 6.45118
72 H -2.46447 1.96974 6.10572
73 H -2.30834 -0.65966 4.77144
74 H -1.02077 2.53840 2.91451
75 H -2.62954 3.80499 4.37255
76 H -3.60028 2.32731 4.27739
77 H -2.68445 3.98248 1.88160
78 H -4.27949 4.12469 2.60067
79 H -3.78767 2.60981 1.80844
80 C -1.07999 -2.88529 -4.33810
81 C -1.69056 -2.20453 -3.11388
82 C -2.68568 -3.14368 -2.39662
83 C -2.37189 -0.89775 -3.51862
84 C -3.42424 -0.87101 -4.44283
85 C -4.06563 0.25745 -4.86378
86 C -3.58426 1.43500 -4.32688
87 C -2.50394 1.49967 -3.44566
88 C -2.04788 2.89423 -3.03406
89 C -0.60429 3.14082 -3.49196
90 C -2.37453 3.24418 -1.57538
91 C -1.88722 0.31211 -2.99916
92 O -0.88850 0.33620 -2.12707
93 H -0.41412 -3.71490 -4.07550
94 H -0.50284 -2.13165 -4.88426
95 H -1.87759 -3.24553 -4.99120
96 H -0.91547 -2.00135 -2.41712
97 H -3.52697 -3.39024 -3.05419
98 H -3.08494 -2.68400 -1.49710
99 H -2.22751 -4.08602 -2.09895
100 H -3.72587 -1.82189 -4.85766
101 H -4.87145 0.25631 -5.58706
102 H -4.03017 2.38701 -4.62707
103 H -2.65504 3.57776 -3.65520
104 H 0.12550 2.49847 -2.99904
105 H -0.28821 4.18449 -3.33280
106 H -0.56951 2.92513 -4.56067
107 H -1.87248 2.57489 -0.86331
108 H -3.45543 3.20820 -1.41503
109 H -2.04723 4.27390 -1.38571

Force components x, y, z for each atom (eV/Å):
Ti -0.3 -0.1 -0.1
C 0.0 -0.7 -0.1
N -0.2 0.3 -0.5
C 0.2 0.4 -0.2
C -0.5 -0.2 0.6
N -0.6 0.0 -0.5
C 0.6 -0.1 0.7
C 0.2 -0.2 -0.1
C 0.1 0.2 0.2
C 0.4 0.1 0.2
C 0.2 -0.6 -0.1
C -0.4 0.4 0.1
C -0.1 0.1 0.0
S -0.4 -0.1 0.1
C 0.6 -0.4 0.7
C 0.2 -1.0 -0.2
C -0.2 0.2 0.0
C 0.1 -0.2 -0.7
C 0.1 -0.1 0.3
C -0.4 0.2 -0.3
S 0.0 -0.3 -0.1
H 0.0 0.1 0.3
H -0.3 0.0 -0.1
H 0.1 0.2 0.1
H 0.0 0.1 0.2
H 0.2 -0.1 -0.2
H 0.3 0.1 0.1
H 0.2 0.1 -0.1
H -0.6 0.1 -0.1
H 0.1 -0.2 -0.3
H -0.1 0.2 -0.4
H -0.1 0.0 0.1
H -0.1 0.0 -0.1
H 0.0 0.0 -0.1
H 0.0 0.1 0.1
H -0.2 0.6 -0.1
H 0.0 0.0 0.2
H 0.0 0.2 0.2
H 0.0 0.0 0.0
C 0.5 -0.3 0.0
C 0.6 0.1 0.0
C 0.3 -0.8 0.2
C 1.6 0.2 -0.9
C -1.4 -0.6 0.8
C -1.0 0.7 -0.1
Br 0.7 0.5 -0.3
C 0.1 0.7 -0.1
C 0.1 -0.1 0.0
Br 0.2 0.0 -0.2
C -0.2 0.2 0.1
O -0.5 -1.2 0.6
C -0.1 0.8 -0.4
N -0.4 0.4 0.1
H -0.2 0.1 -0.2
H 0.0 -0.2 -0.1
H -0.2 -0.2 0.1
H -0.2 0.4 0.0
H -0.2 0.2 0.1
H 0.3 -0.2 -0.1
C 0.0 -0.4 0.1
C 0.2 -0.4 -0.2
N 0.0 -0.1 0.0
C 0.0 0.1 0.7
S -0.3 -0.1 0.1
N -0.5 -0.1 -0.2
C 0.3 0.2 -0.2
C 0.6 -0.3 0.0
H -0.2 0.0 -0.1
H 0.0 0.1 0.1
H 0.0 0.0 0.2
H -0.3 0.2 -0.1
H 0.2 0.3 -0.1
H 0.1 0.2 0.1
H 0.7 0.3 -0.5
H -0.2 0.1 0.2
H -0.2 -0.1 0.2
H -0.1 0.0 -0.1
H -0.3 0.1 0.1
H -0.1 0.1 0.0
C 0.1 0.4 -0.1
C -1.4 -0.6 -0.5
C 0.0 0.1 -0.3
C 0.2 -0.1 0.1
C 0.5 -1.6 0.3
C 0.2 0.6 0.2
C 0.1 0.9 0.0
C -0.4 0.5 0.0
C -0.2 0.0 -0.3
C 0.1 0.2 0.2
C 0.4 0.0 -0.1
C -0.1 0.0 -0.3
O 0.4 0.4 0.5
H -0.2 0.1 0.0
H 0.1 -0.3 0.0
H 0.1 -0.1 -0.1
H 0.7 0.4 0.5
H 0.0 0.1 0.1
H -0.1 0.1 0.1
H 0.2 -0.1 0.0
H -0.1 -0.2 0.0
H 0.0 -0.1 0.1
H 0.1 -0.2 0.0
H 0.1 -0.2 0.2
H -0.1 0.0 0.0
H -0.2 -0.2 0.0
H 0.2 0.0 0.0
H -0.1 0.3 -0.2
H 0.0 -0.1 0.0
H 0.0 -0.1 0.1



- Which of these has the highest calculated total energy?
  C43H52N7O3SSeV